# 1
The following is a quantum chemistry calculation of C47H58Br4FN6O5P4SiY as an isolated structure, from OMol25.

For the energy relative to the best compared isomer or geometry (same formula, charge and spin), the calculation gives 82.41 kJ/mol. For the HOMO energy, the calculation gives -6.4 eV. Its total charge is 0. The LUMO energy is 0.06 eV. Its calculated total energy is -397834.87645 eV. As for the HOMO-LUMO gap: 0.2365 Eh. As for the strongest force on any atom: 0.6 eV Å⁻¹.

Each line ends with the Löwdin charge.
Geometry (Å):
Y1 0.780 0.851 -0.206  1.415
Br1 5.433 5.471 2.672  0.688
Br2 5.503 -0.126 1.436  0.791
Br3 7.082 2.595 2.573  0.689
Br4 2.291 5.574 1.587  0.767
P1 -2.840 0.583 -0.840  0.483
P2 -2.174 2.018 1.592  0.485
P3 0.840 -1.531 1.875  0.991
P4 0.483 -2.397 -0.883  0.973
Si1 0.879 3.273 -2.685  0.380
F1 2.664 -0.585 -1.434  -0.056
O1 -3.159 1.588 0.381  -0.257
O2 1.347 2.778 0.774  -0.260
O3 -0.897 1.271 1.557  -0.344
O4 -1.383 0.399 -1.070  -0.378
O5 2.589 0.504 0.868  -0.323
N1 -3.021 1.571 2.940  -0.293
N2 -3.490 1.255 -2.176  -0.293
N3 -3.709 -0.728 -0.429  -0.270
N4 1.091 -2.725 0.665  -0.398
N5 1.520 1.736 -2.210  -0.167
N6 -2.072 3.621 1.385  -0.288
C1 2.481 -0.750 3.928  -0.094
C2 -0.184 -3.465 3.687  -0.080
C3 4.310 -2.815 3.659  -0.103
C4 -3.092 -5.338 -1.265  -0.099
C5 5.277 2.696 2.027  -0.764
C6 3.227 -2.731 2.794  -0.114
C7 4.484 1.398 -4.494  -0.097
C8 -1.575 -4.076 0.116  -0.089
C9 3.329 1.915 -3.923  -0.052
C10 1.642 -3.199 -2.032  -0.376
C11 2.474 -4.253 -1.667  -0.078
C12 1.685 -2.722 -3.338  -0.125
C13 -2.766 1.409 -3.431  -0.088
C14 4.426 -0.446 -2.985  -0.025
C15 0.281 3.298 -4.477  -0.174
C16 -4.525 -0.935 0.751  -0.082
C17 -3.934 -1.707 -1.488  -0.074
C18 3.570 -0.826 4.780  -0.075
C19 -2.647 -4.953 -0.010  -0.087
C20 3.346 -4.359 -3.905  -0.083
C21 -1.081 4.330 2.200  -0.094
C22 4.620 1.535 1.594  -0.627
C23 2.050 4.700 -2.388  -0.150
C24 -4.268 2.283 3.190  -0.102
C25 -0.443 -2.346 2.897  -0.356
C26 2.582 2.800 1.228  -0.406
C27 -2.775 -2.497 3.510  -0.091
C28 4.589 3.895 2.065  -0.766
C29 -1.748 -1.869 2.815  -0.126
C30 -2.458 -4.838 -2.396  -0.090
C31 -4.920 1.480 -2.261  -0.090
C32 2.526 -3.305 -4.274  -0.077
C33 5.049 0.219 -4.033  -0.105
C34 3.287 0.098 -2.450  -0.224
C35 3.325 -4.828 -2.598  -0.079
C36 -1.387 -3.968 -2.268  -0.103
C37 -0.622 3.669 -1.621  -0.169
C38 3.279 1.556 1.248  -0.407
C39 -1.209 -4.105 4.364  -0.074
C40 -3.036 4.475 0.716  -0.089
C41 2.671 1.289 -2.848  -0.303
C42 -2.278 1.282 4.166  -0.088
C43 -2.507 -3.619 4.280  -0.081
C44 3.250 3.940 1.651  -0.624
C45 -0.926 -3.577 -1.009  -0.329
C46 2.295 -1.709 2.936  -0.379
C47 4.481 -1.865 4.652  -0.095
H1 3.974 -5.641 -2.302  0.103
H2 -0.121 2.328 -4.775  0.020
H3 -4.332 -1.933 1.148  0.077
H4 -4.860 2.357 2.278  0.079
H5 -4.097 3.291 3.583  0.087
H6 -1.707 1.224 -3.275  0.062
H7 5.954 -0.176 -4.471  0.095
H8 -3.921 -6.027 -1.365  0.103
H9 -5.392 1.342 -1.287  0.079
H10 0.832 -3.831 3.782  0.105
H11 2.476 -4.624 -0.650  0.094
H12 -4.286 -0.207 1.523  0.060
H13 3.720 -0.061 5.530  0.108
H14 3.012 4.598 -2.888  0.027
H15 -3.123 -5.337 0.883  0.104
H16 1.592 5.633 -2.729  0.035
H17 -3.568 5.099 1.440  0.088
H18 5.035 -3.609 3.536  0.104
H19 -0.614 5.100 1.587  0.051
H20 1.792 0.084 4.014  0.110
H21 -4.854 1.723 3.920  0.090
H22 -1.955 -1.005 2.198  0.072
H23 -0.995 -4.977 4.969  0.105
H24 -5.122 2.501 -2.590  0.091
H25 -1.462 2.982 -1.721  -0.002
H26 -3.151 0.704 -4.174  0.092
H27 4.015 -4.806 -4.628  0.103
H28 1.088 -1.860 -3.619  0.110
H29 -0.512 4.042 -4.590  0.024
H30 2.242 4.791 -1.318  -0.004
H31 4.946 1.938 -5.311  0.099
H32 -2.126 2.190 4.757  0.090
H33 1.172 -3.694 0.957  0.058
H34 -0.892 -3.610 -3.162  0.099
H35 -3.305 -4.112 4.819  0.103
H36 -3.758 3.882 0.161  0.075
H37 -3.783 -2.106 3.453  0.096
H38 -2.789 -5.137 -3.382  0.105
H39 -4.954 -1.628 -1.877  0.092
H40 1.062 3.555 -5.191  0.019
H41 -1.312 0.848 3.924  0.070
H42 2.563 -2.910 -5.281  0.108
H43 -5.589 -0.862 0.500  0.093
H44 -2.889 2.424 -3.813  0.092
H45 4.802 -1.373 -2.575  0.120
H46 -0.341 3.749 -0.570  0.008
H47 3.136 -3.443 1.986  0.091
H48 -1.245 -3.796 1.109  0.071
H49 -5.387 0.789 -2.970  0.087
H50 2.935 2.837 -4.322  0.068
H51 -1.549 4.788 3.076  0.089
H52 -2.841 0.563 4.762  0.086
H53 -2.512 5.123 0.011  0.081
H54 -3.229 -1.562 -2.305  0.086
H55 -3.773 -2.712 -1.096  0.066
H56 -0.974 4.655 -1.937  0.045
H57 5.338 -1.916 5.310  0.105
H58 -0.278 3.654 2.486  0.071

=====

# 2
The following is a quantum chemistry calculation of C47H58N2O5PtS4Si2 as an isolated structure, from OMol25.

For the energy relative to the best compared isomer or geometry (same formula, charge and spin), the calculation gives 0.00 kJ/mol. For the HOMO energy, the calculation gives -12.8 eV. Its total charge is +2. The LUMO energy is -7.05 eV. Its calculated total energy is -125225.90715 eV. As for the HOMO-LUMO gap: 0.2120 Eh. As for the strongest force on any atom: 0.8 eV Å⁻¹.

Each line ends with the Löwdin charge.
Geometry (Å):
Pt1 0.076 -0.798 -0.737  1.356
S1 -0.765 1.965 -2.649  0.459
S2 1.207 2.647 -0.110  1.050
S3 -2.443 0.638 0.208  1.175
S4 1.198 -0.113 2.590  1.042
Si1 2.248 -3.067 -1.051  0.536
Si2 -0.618 -3.839 0.834  0.509
O1 0.637 1.355 0.476  -0.672
O2 -1.882 1.194 -3.182  -0.337
O3 -1.150 2.845 -1.562  -0.388
O4 1.318 -0.979 1.336  -0.614
O5 0.351 1.038 -2.264  -0.479
N1 -1.829 -0.897 -0.199  -0.298
N2 -0.498 -1.803 -2.333  -0.084
C1 2.551 -3.231 4.818  -0.048
C2 0.136 2.411 -5.184  -0.049
C3 -0.301 -3.051 -1.879  -0.410
C4 -5.726 1.821 -1.709  -0.032
C5 -3.433 -0.715 3.891  -0.039
C6 -0.090 2.962 -3.928  -0.281
C7 1.634 5.364 -7.033  -0.038
C8 -2.878 1.632 4.029  -0.044
C9 0.346 -2.845 -0.532  -0.356
C10 0.512 5.829 3.056  -0.054
C11 1.449 5.148 0.946  -0.071
C12 -4.451 1.777 -1.161  -0.054
C13 1.225 6.128 1.901  -0.051
C14 3.044 2.474 -0.046  -0.262
C15 3.519 1.053 0.244  -0.230
C16 -0.627 -4.129 -2.677  -0.013
C17 2.170 -2.464 3.724  -0.096
C18 0.244 3.557 2.311  -0.103
C19 1.035 4.528 -5.937  -0.256
C20 0.694 3.193 -6.176  -0.025
C21 0.237 4.282 -3.666  -0.047
C22 -2.742 0.473 1.945  -0.385
C23 -1.276 -2.555 -4.391  0.004
C24 -3.297 0.457 4.633  -0.037
C25 -4.057 0.613 -0.517  -0.384
C26 -3.164 -0.713 2.535  -0.102
C27 0.020 4.547 3.258  -0.055
C28 1.756 -1.159 3.928  -0.386
C29 2.582 1.069 2.637  -0.283
C30 1.687 -0.616 5.205  -0.086
C31 0.797 5.057 -4.673  -0.023
C32 2.076 -1.386 6.290  -0.052
C33 0.344 -5.392 1.223  -0.156
C34 2.510 -2.692 6.096  -0.052
C35 3.649 -2.633 0.107  -0.144
C36 2.454 -1.946 -2.550  -0.145
C37 3.759 0.768 1.724  -0.189
C38 -1.113 -3.862 -3.950  0.010
C39 -6.558 0.715 -1.627  -0.035
C40 0.967 3.866 1.171  -0.378
C41 -2.591 1.646 2.670  -0.080
C42 -6.138 -0.449 -0.989  -0.045
C43 -2.269 -4.373 0.112  -0.158
C44 -0.924 -2.934 2.429  -0.157
C45 -4.883 -0.504 -0.411  -0.070
C46 -0.973 -1.504 -3.545  -0.040
C47 2.426 -4.868 -1.511  -0.144
H1 4.334 -3.484 0.153  0.054
H2 2.150 2.044 2.425  0.056
H3 3.358 2.780 -1.043  0.097
H4 1.330 0.398 5.358  0.118
H5 -2.280 2.559 2.174  0.110
H6 -0.062 -3.003 3.086  0.018
H7 2.560 4.918 -7.398  0.088
H8 3.505 -2.018 -2.849  0.062
H9 1.041 6.094 -4.475  0.118
H10 -0.120 2.545 2.453  0.072
H11 3.437 3.195 0.672  0.101
H12 -0.536 4.316 4.159  0.108
H13 -1.372 -4.682 -4.609  0.132
H14 -2.162 -5.149 -0.648  0.034
H15 3.355 -2.364 1.113  -0.006
H16 2.280 -0.881 -2.328  0.025
H17 -3.241 -1.624 1.958  0.094
H18 2.492 -5.503 -0.626  0.035
H19 4.109 -0.256 1.868  0.110
H20 -1.748 -3.455 2.932  0.060
H21 -2.863 -3.561 -0.314  0.022
H22 -6.795 -1.306 -0.928  0.119
H23 4.202 -1.793 -0.316  0.037
H24 -3.763 2.605 -1.265  0.111
H25 2.806 -3.294 6.946  0.117
H26 -1.119 -0.459 -3.777  0.084
H27 4.576 1.411 2.063  0.132
H28 1.847 -2.210 -3.419  0.046
H29 -0.276 -5.994 1.897  0.054
H30 -2.854 -4.813 0.926  0.050
H31 -3.755 -1.627 4.376  0.122
H32 0.032 4.702 -2.689  0.109
H33 -2.782 2.539 4.610  0.116
H34 -0.503 -5.140 -2.316  0.123
H35 0.862 2.770 -7.160  0.123
H36 0.335 6.601 3.795  0.116
H37 -1.651 -2.340 -5.382  0.128
H38 0.951 5.437 -7.881  0.090
H39 1.990 5.388 0.036  0.123
H40 3.384 -4.951 -2.036  0.058
H41 2.875 -4.254 4.670  0.116
H42 1.855 6.373 -6.689  0.079
H43 -1.214 -1.892 2.318  -0.008
H44 2.887 1.066 3.685  0.098
H45 1.283 -5.186 1.745  0.039
H46 -3.521 0.448 5.692  0.120
H47 -4.566 -1.400 0.109  0.102
H48 1.601 7.130 1.739  0.118
H49 4.461 0.907 -0.289  0.127
H50 -2.371 -1.187 -1.018  0.042
H51 -6.059 2.718 -2.214  0.123
H52 0.559 -6.009 0.346  0.031
H53 2.154 -2.885 2.730  0.082
H54 1.664 -5.267 -2.177  0.026
H55 -7.547 0.755 -2.065  0.120
H56 -0.140 1.383 -5.389  0.112
H57 2.813 0.339 -0.174  0.064
H58 2.033 -0.970 7.288  0.117